No. 1
A molecular structure, C12H18F6O9V in a non-equilibrium geometry. Source: the OMol25 dataset; level of theory: wB97M-V/def2-TZVPD.

Last column: Löwdin charge in e.
Atoms and positions in Å:
O  0.30939  -0.73340  2.32690  -0.349
V  0.69121  -0.63203  0.80686  1.003
O  -0.55728  0.04532  0.09098  -0.346
C  -0.52434  -3.56506  -0.02794  -0.455
O  -0.07661  -4.34797  -1.11636  -0.044
O  0.52669  -2.81445  0.36394  -0.184
C  -1.94508  -2.97982  -0.10513  -0.564
F  -2.83377  -3.99718  -0.06527  0.114
F  -2.24903  -2.18938  0.91661  0.149
F  -2.13685  -2.32587  -1.27249  0.135
C  -0.75319  -5.55613  -1.32918  -0.298
C  -0.14920  -6.29636  -2.52080  -0.079
H  0.87769  -6.58230  -2.28735  0.072
H  -0.68257  -7.24065  -2.65312  0.068
H  -0.24411  -5.69317  -3.42049  0.074
H  -1.80166  -5.41133  -1.61363  0.109
H  -0.76871  -6.24461  -0.47510  0.121
H  -0.71083  -4.24356  0.83872  0.156
C  2.53368  1.67443  0.07187  -0.438
O  3.86948  1.92317  -0.32041  -0.050
O  2.41757  0.33861  0.17157  -0.187
C  1.94631  2.57192  1.21898  -0.556
F  1.68557  3.83505  0.88582  0.151
F  0.75370  1.99501  1.50191  0.088
F  2.66717  2.55001  2.34547  0.157
C  4.30873  3.24935  -0.24720  -0.304
C  5.68988  3.47638  -0.85556  -0.068
H  5.65115  3.32762  -1.93366  0.072
H  5.97497  4.48709  -0.57202  0.072
H  6.40838  2.74102  -0.49013  0.074
H  4.21444  3.74873  0.72446  0.112
H  3.62634  3.87939  -0.84831  0.119
H  1.95089  2.05279  -0.79759  0.162
C  -3.61324  0.62702  0.82347  -0.019
C  -2.85292  1.87290  1.18834  -0.284
C  -2.33054  2.75884  0.05010  -0.097
O  -2.97808  4.00322  0.23306  0.069
C  -3.70485  4.01887  1.36351  -0.589
O  -4.23366  4.97106  1.84121  0.142
O  -3.73968  2.79182  1.89753  0.077
H  -2.95874  -0.16276  0.47997  0.045
H  -4.31363  0.86377  0.01439  0.092
H  -4.25374  0.30385  1.64381  0.090
H  -2.03214  1.67696  1.87492  0.143
H  -2.39790  2.36043  -0.96030  0.137
H  -1.26088  2.87141  0.23762  0.110

As for the spin multiplicity: 1. The value obtained for the frontier orbital gap is 9.23 eV. As for the net charge: -1. Its HOMO energy is -6.33 eV.



No. 2
A molecular structure, C25H64Cu2O25S7 in a non-equilibrium geometry. Source: the OMol25 dataset; level of theory: wB97M-V/def2-TZVPD.

Last column: Löwdin spin population.
Atoms and positions in Å:
Cu  -1.08111  3.91242  -0.25703  0.039
Cu  2.11215  3.88354  -1.91292  0.071
O  0.96526  2.71684  -0.39097  0.536
C  0.43151  1.47404  0.02990  0.085
C  -0.93367  0.94303  -0.55104  0.064
O  -2.01548  1.86502  -0.43240  0.161
H  0.32064  1.67431  1.09559  0.043
H  1.17993  0.68251  0.06812  -0.001
H  -1.04897  -0.04935  -0.11517  0.001
H  -0.63254  0.71672  -1.57388  0.012
O  2.51882  5.05585  -3.77377  0.752
C  1.54144  6.10727  -3.86641  0.079
C  0.20826  5.89980  -3.04038  0.018
O  0.17915  5.18394  -1.83744  0.058
H  1.22931  6.38292  -4.87372  0.011
H  2.08367  6.99827  -3.54982  0.055
H  -0.38558  5.30360  -3.73320  0.009
H  -0.38102  6.81464  -2.97791  0.000
O  -3.15636  -3.26476  -1.15138  0.000
S  -4.34373  -2.37394  -1.16616  0.000
O  -4.66827  -1.30624  -2.10856  0.000
O  -5.74743  -3.28371  -1.00013  0.000
C  -5.65895  -4.45753  -0.27527  0.000
C  -6.94112  -5.24407  -0.27205  0.000
C  -4.35299  -1.55104  0.52515  0.000
H  -5.43021  -4.10700  0.73117  0.000
H  -4.82675  -4.98434  -0.74218  0.000
H  -7.87850  -4.73548  -0.49738  0.000
H  -7.10549  -5.56088  0.75786  0.000
H  -6.88623  -6.08143  -0.96770  0.000
H  -4.13849  -2.37703  1.20327  0.000
H  -5.31053  -1.05563  0.68574  0.000
H  -3.66177  -0.70898  0.48985  0.000
O  4.96460  2.20764  3.96868  0.000
S  3.78553  2.48951  3.16412  0.000
O  2.54617  1.77051  3.53162  0.000
O  3.42943  4.17087  3.36397  0.000
C  2.16006  4.64131  2.87598  0.000
C  2.02438  6.14308  3.13151  0.000
C  4.18517  2.39242  1.38629  -0.001
H  1.34391  4.03240  3.26487  0.000
H  2.20828  4.55698  1.79032  0.000
H  1.36343  6.56266  2.37309  0.000
H  2.97039  6.64743  2.93461  0.000
H  1.69857  6.43113  4.13101  0.000
H  5.16196  2.80330  1.13105  0.000
H  3.42834  3.01067  0.90350  -0.001
H  4.17888  1.36524  1.02166  0.000
O  1.49138  1.91850  -3.24930  0.005
S  1.67962  1.65532  -4.66659  0.001
O  2.78127  2.23364  -5.49320  0.002
O  1.45977  0.01261  -4.98977  0.000
C  2.46692  -0.50334  -5.88489  0.000
C  2.06652  -0.14640  -7.40139  0.000
C  0.13250  2.24386  -5.48339  0.001
H  2.40570  -1.56464  -5.64410  0.000
H  3.45708  -0.25244  -5.50445  0.000
H  1.91836  0.91541  -7.59814  0.000
H  1.18114  -0.71480  -7.68620  0.000
H  2.78921  -0.42120  -8.16971  0.000
H  -0.61908  1.51096  -5.18998  0.000
H  0.18778  2.23852  -6.57197  0.000
H  -0.08500  3.19319  -4.99395  0.001
O  -1.25320  -3.88577  5.86040  0.000
S  0.09870  -3.25618  5.84883  0.000
O  1.33364  -4.02859  5.59135  0.000
O  0.17263  -1.88619  4.89167  0.000
C  -0.91312  -1.10357  4.73787  0.000
C  -0.54738  -0.13801  3.55768  0.001
C  0.31345  -2.38822  7.54232  0.000
H  -1.09532  -0.41285  5.56115  0.000
H  -1.83743  -1.57881  4.40937  0.000
H  0.44907  0.30101  3.50819  0.001
H  -1.16040  0.76098  3.62184  0.000
H  -0.83599  -0.46294  2.55807  0.000
H  -0.68467  -2.06022  7.83262  0.000
H  0.96149  -1.59560  7.16828  0.000
H  0.69478  -3.05679  8.31412  0.000
O  3.97785  -2.08348  -3.68507  0.000
S  3.74791  -2.66659  -2.37246  0.000
O  3.31100  -4.05170  -1.99232  0.000
O  5.01070  -2.31869  -1.33240  0.000
C  5.47925  -1.01233  -1.14325  0.000
C  6.96655  -0.96627  -0.79519  0.000
C  2.47517  -1.51810  -1.64922  0.000
H  4.80417  -0.52764  -0.43795  0.000
H  5.32710  -0.44527  -2.06162  0.000
H  7.41379  -1.42930  -1.67477  0.000
H  7.09479  -1.53889  0.12338  0.000
H  7.52135  -0.03235  -0.70517  0.000
H  2.21029  -1.90698  -0.66600  0.000
H  1.61758  -1.36843  -2.30515  0.000
H  2.94524  -0.54111  -1.53694  0.000
O  -6.97944  0.81898  -0.40115  0.000
S  -6.53740  2.08428  -0.97337  0.000
O  -7.51316  2.91029  -1.67334  0.000
O  -5.70635  2.98514  0.17021  0.000
C  -4.72533  2.42857  0.95065  0.000
C  -5.06225  2.04215  2.34347  0.000
C  -5.08182  1.83951  -2.09454  0.000
H  -3.91114  3.14148  1.08079  0.000
H  -4.32930  1.53690  0.46466  0.000
H  -5.66359  1.15585  2.54587  0.000
H  -5.47201  2.90874  2.86232  0.000
H  -4.10841  1.81598  2.82005  0.000
H  -5.40005  1.52483  -3.08842  0.000
H  -4.40891  1.06970  -1.71680  0.000
H  -4.42180  2.70186  -2.18850  0.000
O  3.60620  -5.54235  3.15954  0.000
S  2.29154  -5.71762  2.62596  0.000
O  1.30684  -6.71945  3.10502  0.000
O  1.62097  -4.17813  2.62069  0.000
C  0.28093  -4.09379  2.17917  0.000
C  0.03523  -2.91437  1.35288  0.000
C  2.54551  -5.87191  0.84542  0.000
H  -0.41875  -4.13645  3.01388  0.000
H  -0.08907  -4.96162  1.63319  0.000
H  0.71986  -2.10834  1.61687  0.000
H  -0.98774  -2.54204  1.29815  0.000
H  0.36353  -3.22129  0.35985  0.000
H  2.46228  -4.87641  0.40936  0.000
H  1.67484  -6.43681  0.51234  0.000
H  3.36262  -6.46251  0.43114  0.000

As for the spin multiplicity: 3. The value obtained for the frontier orbital gap (alpha / beta) is 8.22 / 5.50 eV. As for the expectation value of S²: 2.016. Its HOMO energy (alpha / beta) is -9.05 / -8.74 eV.



No. 3
C13H12ClF2NO4 in the gas phase in a non-equilibrium geometry. Source: the OMol25 dataset; level of theory: wB97M-V/def2-TZVPD.

Last column: Löwdin charge in e.
Atoms and positions in Å:
O  -1.53386  -0.49263  -2.08979  0.059
C  -1.53500  0.55963  -1.48999  -0.472
C  -0.84372  1.84798  -1.90129  -0.058
C  -1.31707  2.88127  -0.87775  -0.110
C  -1.72508  2.01572  0.31949  -0.189
C  -0.49782  1.71058  1.19743  -0.436
O  0.50390  2.37022  1.23177  0.143
O  -0.68679  0.57104  1.85917  0.018
C  0.47944  -0.05732  2.40244  -0.077
C  1.27804  -0.64809  1.26885  -0.119
C  2.54068  -0.17819  0.95405  -0.045
C  3.21563  -0.68805  -0.14580  -0.669
Cl  4.78793  -0.09325  -0.52647  0.682
C  2.63683  -1.66357  -0.93930  -0.083
C  1.37248  -2.13858  -0.63296  0.013
C  0.68927  -1.62900  0.46005  -0.182
O  -0.56905  -2.04725  0.84204  0.080
C  -1.33738  -2.74841  -0.03025  -0.470
F  -0.99576  -4.06224  -0.04981  0.093
F  -2.59374  -2.69945  0.44535  0.107
N  -2.15669  0.78859  -0.31079  0.135
H  -1.08805  2.10661  -2.92946  0.124
H  0.23411  1.68356  -1.84082  0.130
H  -0.53566  3.58501  -0.59898  0.115
H  -2.17998  3.42996  -1.25250  0.120
H  -2.51888  2.45268  0.93123  0.161
H  0.09801  -0.83346  3.06722  0.141
H  1.07325  0.67547  2.95510  0.134
H  2.99232  0.59427  1.55599  0.120
H  3.16710  -2.05447  -1.79259  0.110
H  0.93558  -2.90824  -1.24824  0.122
H  -1.33477  -2.36917  -1.06750  0.148
H  -2.55528  0.03878  0.23413  0.152

As for the spin multiplicity: 1. The value obtained for the frontier orbital gap is 9.72 eV. Its HOMO energy is -9.08 eV.